(1)
The following is a quantum chemistry calculation of a cluster of 11 separate species, C25H60BrF15N5O20S5 in total in a non-equilibrium geometry, from OMol25.

Computed properties:
lowest unoccupied orbital energy	-2.1360	eV
ΔE to the lowest compared entry with this formula, charge and spin	524.9	kJ/mol
max |F|	5.338	eV/Å
HOMO level	-0.147	Ha
Kohn-Sham gap	1.9	eV
total charge	-1

Positions of all 131 atoms, in Å:
1 C 3.815 -1.583 1.872
2 C 3.373 -0.178 2.376
3 C 2.988 -0.091 3.811
4 O 4.081 -0.286 4.684
5 C 4.122 0.436 5.977
6 N 4.591 0.826 2.064
7 H 5.418 0.263 2.202
8 H 4.578 1.110 1.095
9 H 4.716 1.578 2.727
10 H 4.735 -2.058 2.214
11 H 4.032 -1.635 0.805
12 H 3.092 -2.375 2.070
13 H 2.516 0.254 1.861
14 H 2.283 -0.880 4.071
15 H 2.404 0.790 4.077
16 H 3.402 -0.101 6.594
17 H 3.717 1.441 5.857
18 H 5.141 0.522 6.355
19 C -3.436 -5.895 2.701
20 C -4.348 -6.261 1.648
21 C -3.740 -6.771 0.325
22 O -4.844 -6.999 -0.527
23 C -4.342 -7.364 -1.761
24 N -5.463 -7.197 2.087
25 H -5.970 -6.989 2.935
26 H -6.200 -7.275 1.401
27 H -5.059 -8.116 2.200
28 H -2.822 -5.051 2.386
29 H -2.758 -6.706 2.965
30 H -3.882 -5.489 3.609
31 H -4.832 -5.301 1.469
32 H -3.291 -7.743 0.531
33 H -2.822 -6.270 0.019
34 H -3.982 -8.392 -1.809
35 H -3.614 -6.699 -2.226
36 H -5.182 -7.363 -2.455
37 C -0.532 -1.813 -1.191
38 C -1.273 -0.853 -2.073
39 C -1.514 0.459 -1.375
40 O -0.263 1.071 -1.214
41 C -0.490 2.412 -0.861
42 N -0.464 -0.668 -3.327
43 H -0.289 -1.556 -3.776
44 H -0.903 0.022 -3.918
45 H 0.413 -0.316 -2.971
46 H -0.946 -1.735 -0.186
47 H 0.454 -1.380 -1.020
48 H -0.490 -2.872 -1.444
49 H -2.263 -1.006 -2.501
50 H -2.046 0.266 -0.444
51 H -2.168 1.054 -2.012
52 H 0.443 2.911 -0.599
53 H -1.230 2.547 -0.072
54 H -0.887 2.976 -1.706
55 C 2.048 11.190 -1.862
56 C 3.256 10.527 -1.054
57 C 3.672 9.158 -1.593
58 O 4.757 8.630 -0.875
59 C 4.379 7.806 0.267
60 N 4.467 11.409 -1.098
61 H 4.382 12.282 -0.597
62 H 5.228 10.947 -0.623
63 H 4.711 11.553 -2.068
64 H 1.188 10.521 -1.863
65 H 2.310 11.205 -2.920
66 H 1.780 12.168 -1.463
67 H 3.140 10.429 0.025
68 H 4.023 9.373 -2.602
69 H 2.766 8.558 -1.680
70 H 3.867 6.867 0.055
71 H 3.705 8.403 0.882
72 H 5.241 7.539 0.878
73 C 2.148 -13.417 1.382
74 C 2.941 -12.090 1.255
75 C 2.377 -11.262 0.067
76 O 2.802 -9.885 0.133
77 C 1.990 -9.040 -0.736
78 N 2.599 -11.297 2.572
79 H 3.001 -10.406 2.316
80 H 1.601 -11.261 2.721
81 H 3.028 -11.578 3.442
82 H 2.380 -14.168 2.137
83 H 2.298 -13.991 0.468
84 H 1.079 -13.218 1.457
85 H 4.020 -12.089 1.101
86 H 1.289 -11.210 0.081
87 H 2.744 -11.742 -0.840
88 H 1.947 -9.234 -1.807
89 H 2.318 -8.007 -0.624
90 H 0.988 -8.996 -0.309
91 C 2.520 3.320 -4.657
92 F 2.886 3.387 -5.858
93 F 2.542 4.632 -4.317
94 F 1.242 2.871 -4.561
95 S 3.704 2.199 -3.583
96 O 3.074 0.919 -3.539
97 O 5.062 2.247 -4.154
98 O 3.647 2.712 -2.179
99 C -5.857 2.051 -5.491
100 F -5.217 3.218 -5.733
101 F -5.749 1.748 -4.215
102 F -7.162 2.129 -5.892
103 S -4.923 0.729 -6.498
104 O -5.104 1.003 -7.934
105 O -3.469 0.894 -6.166
106 O -5.516 -0.544 -6.090
107 C -3.209 7.640 -2.796
108 F -3.304 6.828 -3.856
109 F -2.001 7.355 -2.205
110 F -3.322 8.945 -3.191
111 S -4.757 7.156 -1.676
112 O -4.585 7.814 -0.363
113 O -6.001 7.595 -2.370
114 O -4.678 5.730 -1.510
115 C -3.058 0.326 4.429
116 F -2.096 -0.601 4.544
117 F -3.404 0.671 5.686
118 F -2.621 1.328 3.683
119 S -4.529 -0.624 3.536
120 O -3.858 -1.345 2.427
121 O -5.106 -1.506 4.524
122 O -5.434 0.398 3.085
123 C -0.246 7.286 2.896
124 F -0.023 8.286 2.076
125 F -1.228 6.489 2.425
126 F 0.752 6.484 3.153
127 S -0.855 7.852 4.675
128 O -1.563 9.093 4.460
129 O -1.748 6.806 5.196
130 O 0.351 8.050 5.508
131 Br 0.402 -4.918 -5.613


(2)
The following is a quantum chemistry calculation of a cluster of 4 separate species, C25H60Cl2N12O4P3 in total in a non-equilibrium geometry, from OMol25.

Computed properties:
lowest unoccupied orbital energy	-4.4204	eV
max |F|	8.731	eV/Å
HOMO level	-0.333	Ha
Kohn-Sham gap	4.6	eV
total charge	+1

Positions of all 106 atoms, in Å:
1 C -11.198 -4.714 0.564
2 C -10.692 -4.190 -0.879
3 Cl -11.657 -3.095 -1.967
4 C -9.397 -4.620 -1.296
5 Cl -8.746 -4.080 -2.925
6 N -8.530 -5.523 -0.509
7 C -8.589 -7.000 -0.423
8 C -7.401 -7.279 0.520
9 N -6.728 -6.035 0.923
10 C -7.467 -4.982 0.284
11 O -7.332 -3.567 0.294
12 C -5.957 -3.292 0.583
13 N -4.945 -2.758 0.979
14 H -10.826 -3.982 1.379
15 H -12.344 -4.775 0.541
16 H -10.723 -5.733 0.843
17 H -9.331 -7.702 -0.937
18 H -7.083 -8.341 0.819
19 H -5.895 -5.902 1.526
20 O -1.030 -4.245 -2.820
21 P -0.755 -2.890 -2.144
22 N -2.305 -2.286 -2.555
23 C -2.643 -1.079 -3.282
24 C -3.438 -2.873 -1.848
25 N 0.397 -2.401 -3.339
26 C 0.335 -1.172 -4.113
27 C 0.978 -3.448 -4.186
28 N -0.403 -1.365 -1.304
29 C 0.915 -1.480 -0.628
30 C -1.321 -0.918 -0.242
31 H -2.148 -0.187 -2.884
32 H -3.715 -0.854 -3.256
33 H -2.393 -1.178 -4.340
34 H -3.464 -2.557 -0.801
35 H -3.381 -3.965 -1.860
36 H -4.402 -2.612 -2.297
37 H -0.354 -1.255 -4.957
38 H 1.322 -0.930 -4.527
39 H 0.065 -0.303 -3.512
40 H 0.272 -3.772 -4.956
41 H 1.275 -4.314 -3.590
42 H 1.890 -3.100 -4.683
43 H 0.892 -2.259 0.142
44 H 1.205 -0.533 -0.162
45 H 1.715 -1.733 -1.327
46 H -1.469 -1.693 0.517
47 H -2.296 -0.618 -0.624
48 H -0.929 -0.022 0.251
49 O 5.036 4.071 -3.550
50 P 5.111 2.676 -2.907
51 N 3.471 2.339 -3.265
52 C 2.411 1.946 -2.361
53 C 3.143 2.121 -4.672
54 N 5.240 3.304 -1.299
55 C 4.366 2.967 -0.188
56 C 5.643 4.706 -1.152
57 N 5.276 1.056 -2.195
58 C 6.700 0.842 -1.816
59 C 4.935 -0.114 -3.023
60 H 2.686 1.099 -1.722
61 H 1.499 1.633 -2.882
62 H 2.109 2.783 -1.727
63 H 3.540 1.164 -5.033
64 H 3.569 2.909 -5.297
65 H 2.066 2.127 -4.863
66 H 3.429 3.530 -0.220
67 H 4.851 3.207 0.765
68 H 4.144 1.901 -0.127
69 H 4.814 5.383 -1.381
70 H 6.485 4.942 -1.806
71 H 5.986 4.918 -0.133
72 H 7.346 0.862 -2.699
73 H 6.833 -0.116 -1.304
74 H 7.059 1.610 -1.128
75 H 5.476 -0.107 -3.975
76 H 3.867 -0.187 -3.232
77 H 5.177 -1.041 -2.494
78 O 1.605 5.436 4.289
79 P 1.522 3.901 4.216
80 N 1.511 3.744 5.921
81 C 2.400 2.971 6.765
82 C 0.300 4.186 6.607
83 N 3.139 3.732 3.623
84 C 4.182 2.918 4.226
85 C 3.771 4.920 3.040
86 N 1.374 2.137 4.064
87 C 1.219 1.792 2.624
88 C 0.243 1.466 4.728
89 H 2.500 1.929 6.439
90 H 2.060 2.920 7.805
91 H 3.392 3.424 6.805
92 H -0.538 3.502 6.422
93 H -0.004 5.177 6.262
94 H 0.429 4.265 7.690
95 H 4.656 3.423 5.071
96 H 4.970 2.706 3.494
97 H 3.827 1.937 4.546
98 H 4.099 5.617 3.817
99 H 3.086 5.436 2.365
100 H 4.643 4.652 2.433
101 H 0.295 2.219 2.218
102 H 1.200 0.707 2.477
103 H 2.048 2.168 2.022
104 H -0.715 1.911 4.442
105 H 0.321 1.483 5.815
106 H 0.222 0.403 4.469


(3)
The following is a quantum chemistry calculation of a structure of composition C25H60Li4N4O11 in a non-equilibrium geometry, from OMol25.

Computed properties:
lowest unoccupied orbital energy	-5.9451	eV
ΔE to the lowest compared entry with this formula, charge and spin	40.5	kJ/mol
max |F|	7.811	eV/Å
HOMO level	-0.442	Ha
Kohn-Sham gap	6.1	eV
total charge	+2

Positions of all 104 atoms, in Å:
1 Li -10.495 -3.469 1.096
2 Li -9.356 -0.999 4.206
3 Li -7.520 -4.688 3.938
4 Li -9.421 -6.370 2.278
5 C -9.454 -3.230 3.242
6 O -10.080 -2.326 2.717
7 O -9.540 -4.381 2.784
8 O -8.757 -2.983 4.180
9 C -18.153 -4.678 4.154
10 O -18.624 -5.555 5.113
11 C -17.939 -6.773 5.271
12 C -16.457 -6.820 5.392
13 N -15.958 -6.168 6.644
14 C -14.477 -6.271 6.841
15 C -13.668 -5.546 5.823
16 O -12.303 -5.526 6.242
17 C -11.518 -4.938 5.227
18 H -17.186 -4.223 4.365
19 H -18.903 -3.887 4.175
20 H -18.247 -5.193 3.198
21 H -18.167 -7.286 4.337
22 H -18.411 -7.313 6.091
23 H -15.857 -6.406 4.582
24 H -16.257 -7.890 5.440
25 H -16.350 -5.279 6.920
26 H -14.081 -7.280 6.955
27 H -14.245 -5.753 7.772
28 H -14.077 -4.545 5.686
29 H -13.724 -6.066 4.867
30 H -11.687 -5.304 4.214
31 H -10.468 -4.946 5.519
32 H -11.752 -3.873 5.225
33 C -7.882 -2.151 0.210
34 O -8.666 -3.311 -0.062
35 C -7.850 -4.430 -0.133
36 C -8.443 -5.739 -0.682
37 N -9.684 -6.058 0.092
38 C -9.964 -7.546 -0.033
39 C -11.283 -7.946 0.613
40 O -11.075 -7.479 1.952
41 C -12.130 -7.889 2.844
42 H -7.326 -2.186 1.147
43 H -8.507 -1.259 0.223
44 H -7.229 -1.882 -0.620
45 H -7.317 -4.628 0.797
46 H -7.094 -4.102 -0.846
47 H -7.667 -6.503 -0.625
48 H -8.703 -5.613 -1.733
49 H -10.495 -5.722 -0.407
50 H -9.168 -8.073 0.494
51 H -9.952 -7.824 -1.087
52 H -11.491 -9.016 0.610
53 H -12.170 -7.426 0.250
54 H -12.205 -8.970 2.961
55 H -13.121 -7.594 2.499
56 H -11.964 -7.529 3.859
57 C -4.343 -2.910 -0.361
58 O -5.062 -3.109 0.848
59 C -4.432 -2.667 2.002
60 C -5.389 -2.827 3.211
61 N -5.570 -4.231 3.450
62 C -4.598 -4.856 4.380
63 C -4.550 -4.301 5.860
64 O -3.393 -3.486 5.996
65 C -3.377 -2.608 7.123
66 H -4.006 -1.886 -0.524
67 H -4.993 -3.124 -1.209
68 H -3.449 -3.534 -0.385
69 H -4.107 -1.627 1.965
70 H -3.482 -3.185 2.133
71 H -6.316 -2.290 3.014
72 H -4.998 -2.302 4.083
73 H -5.310 -4.650 2.568
74 H -3.587 -4.901 3.975
75 H -4.993 -5.872 4.394
76 H -4.472 -5.189 6.488
77 H -5.433 -3.678 6.002
78 H -3.992 -1.715 7.007
79 H -2.361 -2.274 7.333
80 H -3.650 -3.047 8.083
81 C -14.914 0.817 0.733
82 O -13.679 1.178 1.165
83 C -12.631 0.165 1.304
84 C -13.071 -0.999 2.111
85 N -13.548 -0.675 3.480
86 C -14.535 -1.652 3.931
87 C -15.383 -1.155 5.151
88 O -16.259 -0.106 4.602
89 C -17.085 0.509 5.559
90 H -15.464 0.274 1.502
91 H -14.797 0.225 -0.174
92 H -15.559 1.671 0.526
93 H -11.855 0.727 1.823
94 H -12.132 -0.073 0.365
95 H -12.291 -1.731 2.319
96 H -13.822 -1.490 1.491
97 H -14.006 0.207 3.306
98 H -14.052 -2.595 4.185
99 H -15.185 -1.843 3.077
100 H -14.689 -0.787 5.906
101 H -15.915 -1.979 5.625
102 H -17.326 1.519 5.229
103 H -16.634 0.696 6.534
104 H -18.018 -0.048 5.646


(4)
The following is a quantum chemistry calculation of a structure of composition C25H60N4SbSi5Sn, from OMol25.

Computed properties:
lowest unoccupied orbital energy	-9.3347	eV
ΔE to the lowest compared entry with this formula, charge and spin	52.7	kJ/mol
max |F|	0.601	eV/Å
HOMO level	-0.555	Ha
Kohn-Sham gap	5.8	eV
total charge	+3

Positions of all 96 atoms, in Å:
1 Sn 0.248 0.590 -0.313
2 C -0.871 3.300 -2.336
3 Si -0.970 1.732 -3.339
4 C -0.817 2.105 -5.144
5 C -2.562 0.831 -3.052
6 N 0.283 0.656 -2.519
7 C 1.389 0.198 -3.022
8 C 1.784 0.323 -4.413
9 C 2.958 -0.166 -4.841
10 C 3.873 -0.846 -3.941
11 C 3.597 -0.979 -2.636
12 C 2.360 -0.462 -2.085
13 N 2.061 -0.492 -0.822
14 Si 3.321 -0.898 0.452
15 C 3.882 -2.661 0.274
16 C 2.397 -0.606 2.042
17 C 4.667 0.369 0.277
18 H -1.370 4.110 -2.873
19 H 0.163 3.603 -2.159
20 H -1.366 3.184 -1.368
21 H -1.726 2.659 -5.400
22 H -0.797 1.217 -5.777
23 H 0.034 2.740 -5.397
24 H -3.393 1.539 -3.049
25 H -2.576 0.285 -2.109
26 H -2.746 0.119 -3.857
27 H 1.119 0.806 -5.107
28 H 3.238 -0.052 -5.880
29 H 4.793 -1.252 -4.340
30 H 4.296 -1.486 -1.986
31 H 3.364 -3.193 -0.526
32 H 3.722 -3.213 1.201
33 H 4.952 -2.701 0.058
34 H 1.391 -1.031 2.005
35 H 2.315 0.461 2.262
36 H 2.917 -1.081 2.877
37 H 5.451 0.069 -0.420
38 H 5.141 0.527 1.249
39 H 4.264 1.325 -0.065
40 N 1.885 5.709 4.059
41 C 0.428 5.375 3.880
42 C 0.312 4.074 3.090
43 N 1.007 4.096 1.809
44 C 2.400 4.498 1.968
45 C 2.585 5.807 2.729
46 H 2.329 4.978 4.620
47 H 1.992 6.581 4.582
48 H -0.022 6.210 3.343
49 H -0.033 5.301 4.863
50 H -0.745 3.862 2.936
51 H 0.723 3.252 3.687
52 H 0.534 4.708 1.153
53 H 2.863 4.613 0.989
54 H 2.935 3.695 2.486
55 H 2.131 6.643 2.198
56 H 3.634 6.035 2.909
57 C -0.592 -1.862 3.692
58 Si -0.722 -3.065 2.279
59 C 0.870 -3.870 1.756
60 C -2.047 -4.308 2.627
61 Sb -1.454 -1.720 0.138
62 Si -3.577 -0.493 1.086
63 C -4.526 0.474 -0.178
64 C -4.612 -1.840 1.833
65 C -2.829 0.679 2.345
66 Si -1.798 -3.422 -1.855
67 C -2.346 -4.944 -0.961
68 C -0.113 -3.511 -2.617
69 C -3.143 -2.719 -2.916
70 H 0.000 -2.320 4.490
71 H -1.585 -1.656 4.096
72 H -0.122 -0.914 3.435
73 H 1.480 -4.116 2.630
74 H 1.462 -3.236 1.098
75 H 0.660 -4.805 1.231
76 H -1.712 -4.916 3.474
77 H -2.234 -4.985 1.797
78 H -2.987 -3.843 2.914
79 H -4.832 -0.120 -1.041
80 H -3.964 1.337 -0.534
81 H -5.436 0.843 0.304
82 H -4.635 -2.737 1.211
83 H -5.642 -1.488 1.937
84 H -4.259 -2.117 2.826
85 H -2.866 1.703 1.962
86 H -1.791 0.438 2.577
87 H -3.393 0.653 3.280
88 H -1.565 -5.351 -0.318
89 H -2.614 -5.717 -1.688
90 H -3.234 -4.744 -0.358
91 H 0.611 -3.922 -1.910
92 H 0.225 -2.522 -2.934
93 H -0.127 -4.160 -3.497
94 H -3.866 -2.152 -2.329
95 H -3.679 -3.542 -3.397
96 H -2.752 -2.076 -3.703